Record 1
Density functional theory data (the ωB97M-V functional and the def2-TZVPD basis) for an isolated molecule of C13H15NO4.

Output
Frontier orbital gap ... 9.745 eV
Energy relative to the best compared isomer or geometry (same formula, charge and spin) ... 2.567 eV
Electronic energy ... -23402.9246 eV
HOMO ... -9.63 eV
Net charge ... 0
E_LUMO ... 0.12 eV
SMILES string ... C=CC(=O)N1C(=O)C=C[C@]12CCCC21OCCO1

Each line ends with the Mulliken charge.
Element x y z (Å)
C1 -1.139 -1.965 0.745  0.529
H1 -1.079 -0.050 -3.779  0.352
O1 0.153 1.053 1.944  -0.547
H2 -0.340 1.594 -3.560  0.268
H3 -3.103 1.312 4.165  0.285
C2 -0.644 0.652 -3.079  -0.511
C3 0.652 -0.741 -0.123  0.984
C4 -2.203 1.325 3.543  -0.770
C5 2.683 0.650 0.293  -0.402
H4 3.760 0.548 0.028  0.381
H5 1.071 -2.328 -1.688  0.512
H6 -2.491 -0.631 2.852  0.346
C6 -0.582 -2.765 -0.305  -0.893
O2 -2.223 -2.294 1.242  -0.694
H7 2.017 -0.965 1.595  0.282
C7 -1.823 0.217 2.812  -0.514
C8 2.069 -0.704 0.532  -1.325
C9 -1.500 0.911 -1.854  -0.416
H8 2.688 -1.470 0.076  0.397
C10 0.630 0.473 -1.111  1.350
O3 -0.490 1.304 -0.925  -0.504
N1 -0.436 -0.804 0.894  0.306
O4 0.547 0.081 -2.524  -0.533
C11 0.463 -2.042 -0.827  -0.737
H9 -1.993 -0.023 -1.519  0.181
C12 -0.670 0.160 1.882  0.869
H10 2.556 1.357 -1.784  0.285
C13 1.927 1.310 -0.880  -1.191
H11 -2.191 1.727 -2.028  0.412
H12 -0.913 -3.741 -0.637  0.498
H13 1.665 2.381 -0.647  0.252
H14 -1.639 2.256 3.440  0.272
H15 2.574 1.212 1.228  0.278

---

Record 2
Density functional theory data (the ωB97M-V functional and the def2-TZVPD basis) for a structure of composition C13H15NOV.

Output
Expectation value of S² ... 3.76
Frontier orbital gap (spin up / spin down) ... 9.264 / 8.044 eV
Multiplicity ... 4
Energy relative to the best compared isomer or geometry (same formula, charge and spin) ... 0.478 eV
Electronic energy ... -42934.1721 eV
HOMO (spin up / spin down) ... -16.64 / -16.65 eV
Net charge ... +2
E_LUMO (spin up / spin down) ... -7.38 / -8.61 eV

Each line ends with the Mulliken charge.
Element x y z (Å)
C1 -0.322 2.868 0.244  0.906
C2 1.790 -3.442 0.106  -0.811
C3 -1.423 3.934 0.473  -1.403
H1 2.751 -3.908 0.268  0.403
C4 0.491 2.388 1.316  -0.334
C5 -0.673 -2.326 -0.151  0.567
C6 1.963 1.283 -0.272  -0.465
H2 2.379 -1.524 0.816  0.463
V1 -0.145 0.598 0.366  0.536
C7 1.680 1.639 1.037  -0.448
H3 0.337 2.823 2.328  0.607
H4 -2.460 3.611 0.691  0.296
H5 2.409 1.490 1.829  0.501
H6 1.255 1.163 -2.257  0.571
H7 -2.320 -1.691 -1.388  0.398
H8 -2.757 0.186 -0.125  0.327
H9 -1.332 -4.374 -0.793  0.414
C8 -0.082 2.368 -1.014  -0.338
H10 0.907 -5.256 -0.550  0.453
N1 0.350 -1.585 0.255  -0.026
H11 -2.842 -2.247 0.197  0.416
C9 0.995 1.526 -1.303  -0.741
H12 -0.775 2.585 -1.822  0.506
H13 -1.184 4.659 1.284  0.383
C10 -0.556 -3.683 -0.477  -0.849
C11 1.558 -2.115 0.436  -0.139
H14 2.862 0.776 -0.550  0.531
H15 -1.522 4.527 -0.424  0.419
C12 -2.043 -1.697 -0.349  -0.379
C13 0.714 -4.223 -0.334  -0.196
O1 -2.006 -0.355 0.161  -0.564

---

Record 3
Density functional theory data (the ωB97M-V functional and the def2-TZVPD basis) for a structure of composition C13H16AuCl2N2.

Output
Expectation value of S² ... 2.01
Frontier orbital gap (spin up / spin down) ... 5.799 / 7.008 eV
Multiplicity ... 3
Energy relative to the best compared isomer or geometry (same formula, charge and spin) ... 0.087 eV
Electronic energy ... -45457.4676 eV
HOMO (spin up / spin down) ... -3.91 / -5.11 eV
Net charge ... -1
E_LUMO (spin up / spin down) ... 1.89 / 1.89 eV

Each line ends with the Mulliken charge.
Element x y z (Å)
H1 -0.787 0.969 -4.302  0.363
H2 -1.420 1.572 -1.850  -0.266
H3 1.169 -1.106 -0.199  0.343
Au1 -1.349 3.593 -0.477  0.171
C1 0.901 -0.817 -1.221  -0.183
Cl1 0.631 2.643 0.042  -0.588
H4 1.950 -1.933 -4.149  0.338
C2 -1.004 0.594 -2.245  0.443
H5 1.589 0.027 -1.491  0.344
C3 1.086 0.016 -3.862  -0.926
H6 -1.787 -3.711 4.596  0.442
C4 -1.572 -3.261 3.628  -0.195
C5 -2.557 -2.595 2.902  -0.665
C6 1.118 -1.508 -3.560  -0.195
H7 -1.919 0.041 -2.550  0.225
H8 1.012 -2.885 -1.863  0.277
Cl2 -3.348 4.409 -1.090  -0.621
C7 -0.012 -2.757 1.847  -0.170
H9 1.995 0.491 -3.493  0.370
C8 1.226 -1.842 -2.135  -1.044
H10 0.202 -1.989 -3.954  0.269
C9 0.775 -4.031 3.828  0.070
C10 -0.099 0.899 -3.452  -0.626
H11 0.265 1.922 -3.306  0.133
C11 -2.196 -2.032 1.664  -0.192
H12 1.146 0.113 -4.950  0.378
N1 1.611 -4.578 4.417  -0.511
H13 -3.578 -2.492 3.258  0.362
H14 -1.122 -0.608 -0.387  0.053
H15 -2.933 -1.495 1.056  0.363
C12 -0.276 -3.349 3.095  0.196
H16 0.981 -2.797 1.389  0.453
C13 -0.482 -0.060 -1.088  -0.176
N2 -0.966 -2.121 1.181  -0.235

---

Record 4
Density functional theory data (the ωB97M-V functional and the def2-TZVPD basis) for a cluster of 2 separate species, C13H16Br2NO5 in total.

Output
Frontier orbital gap ... 7.524 eV
Electronic energy ... -165546.5231 eV
HOMO ... -12.52 eV
Net charge ... +1
E_LUMO ... -4.99 eV

Each line ends with the Mulliken charge.
Element x y z (Å)
C1 1.227 -2.055 0.372  -0.701
C2 1.363 -0.620 5.221  0.057
H1 2.868 -0.087 0.247  0.312
H2 0.217 -2.075 5.636  0.362
O1 3.948 1.544 1.671  -0.504
H3 -0.939 -2.175 0.424  0.389
H4 -1.380 1.754 -4.895  0.258
C3 -0.166 -1.690 -0.171  -0.482
H5 -2.385 -0.382 -4.691  0.276
C4 -2.993 0.443 -4.329  -0.430
N1 2.565 -0.206 1.209  0.183
C5 -2.466 1.797 -4.797  -0.482
C6 1.690 -1.177 1.510  0.136
H6 -1.497 -0.033 -0.259  0.292
H7 -4.038 0.293 -4.604  0.280
C7 1.315 -1.301 2.801  -0.181
C8 -0.420 -0.182 -0.343  -1.081
O2 -2.954 -0.329 -2.024  -0.590
H8 0.032 0.453 0.427  0.419
C9 2.712 0.531 3.429  -0.223
C10 3.071 0.632 2.110  0.226
H9 -2.160 3.539 -3.520  0.317
C11 1.806 -0.461 3.781  0.652
H10 1.997 -2.137 -0.395  0.527
H11 -2.876 2.127 -5.749  0.327
C12 -2.844 2.702 -3.635  -0.443
O3 0.098 -1.147 5.383  -0.474
H12 -0.244 -2.137 -1.166  0.346
H13 -3.861 3.088 -3.722  0.281
Br1 3.529 1.748 4.614  -0.016
C13 -2.897 0.564 -2.822  0.583
H14 4.853 1.200 1.716  0.380
Br2 1.095 -3.894 1.099  -0.057
O4 2.033 -0.297 6.164  -0.421
O5 -2.774 1.862 -2.466  -0.362
H15 0.634 -2.082 3.109  0.628
H16 -0.161 0.192 -1.335  0.217

---

Record 5
Density functional theory data (the ωB97M-V functional and the def2-TZVPD basis) for a structure of composition C13H16Cl2N2Ru.

Output
Expectation value of S² ... 6.02
Frontier orbital gap (spin up / spin down) ... 7.077 / 7.379 eV
Multiplicity ... 5
Energy relative to the best compared isomer or geometry (same formula, charge and spin) ... 0.000 eV
Electronic energy ... -44344.1179 eV
HOMO (spin up / spin down) ... -8.13 / -8.87 eV
Net charge ... 0
E_LUMO (spin up / spin down) ... -1.05 / -1.49 eV

Each line ends with the Mulliken charge.
Element x y z (Å)
H1 0.639 -0.993 -3.282  0.417
H2 0.634 -1.538 -1.095  0.302
H3 -2.136 0.450 -2.260  0.264
C1 -0.604 0.355 -0.847  -0.103
H4 -1.670 2.043 -1.574  0.305
N1 2.014 -3.239 4.689  -0.451
C2 1.229 -0.243 -2.743  -1.213
C3 0.979 1.181 -3.197  -0.462
Ru1 -0.126 1.624 0.819  0.305
C4 0.138 -1.918 3.422  0.173
C5 -2.155 -1.281 3.091  -0.822
C6 -1.214 -2.068 3.755  -0.112
C7 0.790 -0.430 -1.289  0.999
C8 0.519 -0.977 2.456  -0.220
H5 -0.962 0.909 -4.137  0.361
H6 -0.668 2.528 -3.495  0.300
H7 1.543 -0.871 2.109  0.565
Cl1 0.143 2.618 2.781  -0.447
C9 -1.699 -0.341 2.151  -0.124
C10 1.173 -2.667 4.113  -0.150
H8 1.667 0.286 0.542  0.062
H9 -3.210 -1.347 3.281  0.424
H10 -1.510 -2.770 4.537  0.481
H11 -1.244 -0.505 -0.498  0.357
Cl2 0.393 3.423 -0.513  -0.402
H12 2.906 0.162 -0.902  0.281
N2 -0.398 -0.164 1.904  0.104
C11 -1.298 1.109 -1.993  -0.924
C12 -0.517 1.457 -3.288  -0.713
H13 1.434 1.340 -4.193  0.385
H14 1.408 1.912 -2.488  0.157
C13 1.851 0.094 -0.527  -0.949
H15 -2.355 0.313 1.581  0.427
H16 2.305 -0.452 -2.913  0.421

---

Record 6
Density functional theory data (the ωB97M-V functional and the def2-TZVPD basis) for a structure of composition C13H16Cl2O6S3W.

Output
Expectation value of S² ... 2.01
Frontier orbital gap (spin up / spin down) ... 7.023 / 6.293 eV
Multiplicity ... 3
Energy relative to the best compared isomer or geometry (same formula, charge and spin) ... 0.141 eV
Electronic energy ... -85380.2236 eV
HOMO (spin up / spin down) ... -14.41 / -14.56 eV
Net charge ... +2
E_LUMO (spin up / spin down) ... -7.38 / -8.27 eV

Each line ends with the Mulliken charge.
Element x y z (Å)
O1 0.713 0.778 -2.370  -0.586
H1 1.446 -1.452 2.709  0.391
H2 0.917 -4.240 -0.391  0.528
C1 1.002 1.000 -5.207  -0.362
W1 -0.169 -0.012 -0.697  1.040
H3 2.158 -2.704 1.113  0.397
H4 -2.246 -1.105 1.976  0.441
C2 0.263 0.230 -7.345  0.444
Cl1 0.327 0.340 -9.047  -0.128
C3 -0.677 -0.761 -5.383  -0.314
C4 2.147 -2.522 0.040  -0.629
C5 0.056 0.014 -3.182  1.390
H5 0.188 -3.004 1.978  0.378
H6 1.610 1.652 -4.594  0.484
C6 0.134 0.077 -4.602  -0.054
H7 -1.235 -1.308 -7.380  0.443
S1 -0.664 -2.454 -0.208  0.002
C7 -1.236 -1.386 2.279  -0.770
O2 -0.692 -0.816 -2.517  -0.711
H8 1.000 -3.093 -1.720  0.449
H9 -1.497 -3.461 1.782  0.517
H10 1.724 1.778 -7.070  0.445
H11 3.486 -0.409 1.755  0.488
H12 1.627 0.162 3.372  0.530
H13 3.069 -2.937 -0.368  0.538
H14 2.593 1.026 1.278  0.461
C8 2.508 -0.052 1.429  -0.858
O3 -2.654 2.826 0.280  -0.482
Cl2 -1.968 2.107 -0.687  1.805
S2 -0.230 0.075 1.886  0.055
C9 0.956 -3.177 -0.633  -0.782
C10 1.067 1.075 -6.578  -0.769
C11 1.441 -0.394 2.454  -0.623
O4 -0.468 2.078 -0.388  -0.593
S3 2.213 -0.711 -0.243  0.013
O5 -2.206 0.594 -0.527  -0.638
C12 -0.775 -2.664 1.602  -0.637
H15 -1.244 -1.505 3.364  0.496
O6 -2.172 2.460 -2.019  -0.471
C13 -0.615 -0.682 -6.754  -0.812
H16 -1.355 -1.455 -4.905  0.480

---

no.,maximum force (eV Å⁻¹)
1,4.1
2,3.8
3,4.2
4,1.6
5,3.5
6,0.8